Computed, not measured: 2 unconnected molecules or ions with the total composition C3H3Cl2FO at a distorted geometry, with the ωB97M-V functional and the def2-TZVPD basis.

Each line ends with the Löwdin charge.
Element x y z (Å)
C -2.371 1.100 -1.133  -0.352
C 0.903 -0.478 0.510  -0.663
C -2.828 1.204 0.295  -0.481
O -2.809 0.235 -1.860  0.036
F 0.299 -1.252 1.328  -0.020
Cl -1.666 1.396 1.527  0.650
Cl 1.047 -1.047 -1.157  0.573
H -1.526 1.731 -1.402  0.106
H 1.711 0.101 0.990  0.075
H -3.788 0.812 0.716  0.076

frontier orbital gap (alpha / beta)	9.21 / 7.27	eV
total charge	0
ΔE to the lowest compared entry with this formula, charge and spin	77.5	kcal per mole
LUMO (alpha / beta)	0.00419 / -0.04609	hartree
spin multiplicity	1
electronic energy	-32965.2118	eV



Computed, not measured: a molecular structure, C22H33IO13 at a distorted geometry, with the ωB97M-V functional and the def2-TZVPD basis.

Each line ends with the Löwdin charge.
Element x y z (Å)
C 3.893 3.871 -0.845  -0.062
O 2.489 3.448 -1.092  -0.207
C 1.545 4.555 -0.874  -0.419
O 1.810 5.861 -0.967  -0.012
O 0.119 4.205 -0.569  -0.604
I -0.375 2.516 -1.575  1.093
H 3.995 4.749 -0.073  0.100
H 4.435 2.900 -0.410  0.117
H 4.453 4.119 -1.869  0.124
O -0.221 -1.316 -0.607  0.081
C -1.178 -0.974 0.068  -0.459
O -1.455 0.318 0.412  -0.102
C -2.579 0.338 1.291  -0.166
C -3.307 -0.955 1.035  -0.151
C -2.188 -1.900 0.677  -0.082
H -2.215 0.413 2.321  0.131
H -3.203 1.209 1.071  0.128
H -3.905 -1.289 1.887  0.107
H -3.979 -0.839 0.176  0.129
H -1.753 -2.370 1.563  0.126
H -2.514 -2.654 -0.042  0.105
O 6.103 6.370 0.808  0.090
C 5.302 7.274 0.977  -0.467
O 4.356 7.291 1.961  0.026
C 3.527 8.441 1.795  -0.169
C 4.349 9.410 0.986  -0.169
C 5.178 8.497 0.119  -0.085
H 2.611 8.139 1.276  0.128
H 3.261 8.849 2.774  0.128
H 3.742 10.120 0.419  0.121
H 5.008 9.982 1.651  0.122
H 4.659 8.232 -0.807  0.138
H 6.158 8.928 -0.097  0.131
O -5.432 -3.258 2.675  0.101
C -4.494 -3.917 3.092  -0.454
O -3.208 -3.792 2.649  -0.012
C -2.399 -4.788 3.274  -0.161
C -3.142 -5.176 4.526  -0.167
C -4.584 -5.002 4.122  -0.082
H -2.283 -5.628 2.582  0.135
H -1.412 -4.374 3.497  0.130
H -2.903 -6.185 4.872  0.121
H -2.899 -4.474 5.333  0.123
H -4.987 -5.905 3.654  0.139
H -5.203 -4.694 4.967  0.132
O -4.137 -4.447 -0.345  0.103
C -4.159 -4.270 -1.552  -0.452
O -3.081 -3.874 -2.291  0.025
C -3.492 -3.662 -3.641  -0.166
C -4.753 -4.469 -3.805  -0.169
C -5.366 -4.407 -2.429  -0.082
H -3.663 -2.590 -3.790  0.131
H -2.704 -3.993 -4.323  0.131
H -5.408 -4.090 -4.593  0.121
H -4.499 -5.509 -4.046  0.124
H -6.000 -3.524 -2.305  0.138
H -5.922 -5.318 -2.195  0.133
O 5.776 -2.648 -3.637  0.095
C 4.863 -2.246 -2.935  -0.463
O 3.543 -2.514 -3.160  0.028
C 2.752 -1.798 -2.213  -0.173
C 3.677 -1.510 -1.059  -0.167
C 5.014 -1.356 -1.738  -0.091
H 2.381 -0.883 -2.687  0.129
H 1.898 -2.410 -1.908  0.118
H 3.379 -0.634 -0.477  0.119
H 3.706 -2.372 -0.382  0.124
H 5.184 -0.330 -2.075  0.133
H 5.831 -1.694 -1.097  0.130

frontier orbital gap	8.43	eV
total charge	0
LUMO	-0.03503	hartree
spin multiplicity	1
electronic energy	-58065.1462	eV



Computed, not measured: a molecular structure, C18H11F5MoN2O2S4SbSe, with the ωB97M-V functional and the def2-TZVPD basis.

Each line ends with the Löwdin charge.
Element x y z (Å)
Mo 0.632 0.756 -0.189  0.963
C 1.217 -6.782 -2.083  -0.027
C 0.500 -5.523 -1.701  -0.237
C 0.216 -5.258 -0.357  -0.008
C -0.449 -4.109 0.017  -0.041
C -0.826 -3.197 -0.968  -0.304
C -0.562 -3.435 -2.308  -0.054
C 0.099 -4.600 -2.664  -0.011
S -1.708 -1.768 -0.489  0.645
O -2.659 -2.078 0.522  -0.238
O -2.096 -1.014 -1.650  -0.403
N -0.518 -0.802 0.286  -0.280
C -0.406 -0.704 1.680  -0.367
C -1.107 -1.245 2.743  0.036
C -0.689 -0.860 4.010  0.016
C 0.354 0.046 4.195  -0.010
C 0.985 0.561 3.084  -0.068
N 0.615 0.157 1.861  -0.067
H 0.809 -7.637 -1.545  0.094
H 2.275 -6.708 -1.826  0.097
H 1.141 -6.978 -3.150  0.085
H 0.503 -5.979 0.398  0.130
H -0.701 -3.935 1.055  0.117
H -0.896 -2.732 -3.057  0.101
H 0.289 -4.809 -3.709  0.123
H -1.936 -1.914 2.594  0.114
H -1.197 -1.270 4.873  0.135
H 0.673 0.338 5.184  0.127
H 1.807 1.259 3.152  0.124
S 1.069 -0.699 -6.075  0.050
Sb 0.379 1.151 -5.306  0.856
S 0.020 0.231 -2.405  -0.003
S 1.912 1.020 -2.078  0.107
F 3.557 5.736 3.230  0.191
C 2.645 5.083 2.549  -0.111
C 1.356 5.593 2.437  -0.118
F 1.052 6.734 3.013  0.185
C 0.392 4.895 1.719  -0.235
F -0.831 5.391 1.614  0.126
C 0.691 3.685 1.106  -0.444
Se -0.619 2.759 0.058  0.906
C 1.981 3.223 1.243  -0.218
F 2.303 1.999 0.655  -0.109
C 2.972 3.873 1.943  -0.141
F 4.185 3.360 2.043  0.168

frontier orbital gap (alpha / beta)	5.60 / 5.81	eV
total charge	+2
ΔE to the lowest compared entry with this formula, charge and spin	23.8	kcal per mole
LUMO (alpha / beta)	-0.31833 / -0.31366	hartree
spin multiplicity	2
expectation value of S²	0.77
electronic energy	-156570.6814	eV